1.
{"formula": "HPS5", "method": "ωB97M-V with the def2-TZVPD basis set", "elements": ["P", "S", "S", "S", "S", "S", "H"], "xyz": [[1.6852, -0.1246, -0.1724], [-1.1428, -2.4518, -1.3024], [1.0661, 1.6256, 0.7747], [-0.4633, -0.7274, -1.0177], [-0.8086, 2.1164, 0.1304], [-1.7543, 0.4473, 0.6483], [1.4177, -0.8856, 0.9391]], "mulliken_charge": [0.092, -0.088, -0.076, 0.061, 0.001, -0.125, 0.135], "s_squared": 2.009, "homo_energy_ev": [-7.00, -8.74], "homo_lumo_gap_ev": [5.6, 5.8], "spin_multiplicity": 3, "relative_energy_ev": 0.764, "e_tot_ha": -2332.7993, "lumo_energy_ev": [-1.36, -2.94]}

2.
{"formula": "C18H33F6N3O9P", "method": "ωB97M-V with the def2-TZVPD basis set", "elements": ["P", "F", "F", "F", "F", "F", "F", "O", "C", "N", "C", "H", "H", "H", "H", "H", "O", "C", "N", "C", "H", "H", "H", "H", "H", "O", "C", "N", "C", "H", "H", "H", "H", "H", "O", "C", "O", "C", "C", "C", "H", "H", "H", "H", "H", "H", "O", "C", "O", "C", "C", "C", "H", "H", "H", "H", "H", "H", "O", "C", "O", "C", "C", "C", "H", "H", "H", "H", "H", "H"], "xyz": [[-1.0026, 0.0655, -0.7997], [-0.9146, 1.5878, -0.1754], [-2.3787, -0.1850, 0.1095], [-2.1062, 0.4406, -1.9454], [-1.0802, -1.4162, -1.4262], [0.2863, 0.2672, -1.7412], [0.0143, -0.3786, 0.3786], [0.5387, 0.2140, -6.5017], [-0.0632, -0.4309, -5.6355], [-0.8231, 0.1214, -4.7866], [0.2609, -1.9385, -5.5252], [-0.8549, 1.1303, -4.7517], [-1.2270, -0.3505, -3.9903], [0.1491, -2.4136, -4.5505], [1.3161, -2.1284, -5.7217], [-0.2539, -2.5179, -6.2916], [-3.9491, -1.4685, 4.1150], [-4.5280, -0.6027, 3.5111], [-4.4200, -0.5034, 2.2267], [-5.2379, 0.5639, 4.2948], [-4.5459, 0.4096, 1.8134], [-3.7419, -1.0830, 1.7530], [-6.0824, 1.0850, 3.8439], [-4.3920, 1.1140, 4.7069], [-5.6923, 0.1854, 5.2104], [-4.3944, 3.5499, 3.1952], [-4.1685, 3.4291, 1.9832], [-3.2345, 2.5836, 1.5578], [-5.1241, 3.8813, 0.9312], [-2.9428, 1.8483, 2.1857], [-2.8307, 2.6654, 0.6357], [-6.1368, 3.7324, 1.3058], [-5.1370, 3.2565, 0.0381], [-5.0382, 4.9608, 0.8077], [2.2369, -3.5631, 2.8221], [1.1386, -3.1464, 3.1049], [0.8692, -1.8437, 3.2766], [-0.4920, -1.5378, 3.3178], [-1.1961, -2.8789, 2.8707], [-0.1858, -3.9557, 3.1568], [-0.6793, -0.5986, 2.7973], [-0.7169, -1.2192, 4.3357], [-1.4071, -2.6912, 1.8180], [-2.0808, -3.0135, 3.4930], [-0.1825, -4.8401, 2.5197], [-0.1743, -4.4548, 4.1257], [4.7132, 2.3482, -4.3167], [4.3838, 1.2309, -4.0443], [4.0039, 0.8511, -2.8265], [3.6253, -0.4950, -2.7639], [4.0954, -1.0416, -4.1198], [4.1036, 0.1106, -4.9269], [2.5386, -0.4674, -2.6845], [4.0529, -1.0893, -1.9565], [3.4198, -1.8333, -4.4437], [5.1129, -1.4274, -4.0576], [3.1595, 0.3805, -5.4001], [4.7853, 0.0895, -5.7772], [5.6444, 1.1213, 3.4175], [4.7458, 0.9835, 2.6021], [3.4163, 0.6795, 3.0488], [2.5133, 0.7626, 1.8923], [3.2771, 1.6257, 0.8871], [4.7545, 1.2450, 1.1486], [1.4685, 0.9853, 2.1085], [2.4323, -0.2487, 1.4939], [3.0129, 2.6795, 0.9762], [2.9322, 1.3214, -0.1011], [5.5120, 1.9560, 0.8188], [4.9020, 0.2998, 0.6261]], "mulliken_charge": [1.412, -0.396, -0.387, -0.425, -0.413, -0.281, -0.471, -0.696, 0.648, -0.242, -0.903, 0.216, 0.145, 0.310, 0.184, 0.323, -0.169, 0.811, -0.221, -1.087, 0.139, 0.279, 0.364, 0.344, 0.430, -0.645, 0.725, -0.051, -1.166, 0.044, 0.087, 0.343, 0.363, 0.321, -0.584, 0.478, -0.326, -0.188, -0.080, -0.677, 0.033, 0.390, 0.216, 0.149, 0.344, 0.300, -0.633, 0.370, -0.331, 0.110, -0.473, -0.068, -0.100, 0.308, 0.245, 0.270, -0.004, 0.328, -0.593, 0.360, -0.400, -0.088, -0.205, -0.202, 0.228, 0.080, 0.298, 0.038, 0.367, 0.104], "s_squared": 0.755, "homo_energy_ev": [-9.01, -9.01], "homo_lumo_gap_ev": [7.4, 1.9], "spin_multiplicity": 2, "relative_energy_ev": 0.000, "e_tot_ha": -2487.7623, "lumo_energy_ev": [-1.61, -7.13]}

3.
{"formula": "C4H8Br4CrN2O6", "method": "ωB97M-V with the def2-TZVPD basis set", "elements": ["Cr", "N", "O", "O", "O", "N", "O", "O", "O", "Br", "C", "C", "Br", "H", "H", "H", "H", "Br", "C", "C", "Br", "H", "H", "H", "H"], "xyz": [[-0.4588, -4.0256, 2.3393], [0.4696, -1.9908, 0.0424], [1.2894, -1.1305, -0.1001], [0.2815, -2.5924, 1.0932], [-0.3100, -2.3160, -0.8241], [-3.6615, -3.4139, 0.9507], [-2.4828, -3.5382, 1.2944], [-4.5477, -3.4071, 1.7536], [-3.8506, -3.4659, -0.2637], [0.7919, 1.2771, -2.5911], [2.6959, 1.8086, -2.3178], [2.9883, 1.8600, -0.8455], [4.9523, 1.8586, -0.5750], [2.8711, 2.7387, -2.8584], [3.3112, 1.0921, -2.8618], [2.5976, 1.0234, -0.2662], [2.4991, 2.6998, -0.3520], [-2.2640, 0.5832, 2.5134], [-0.7357, 1.3294, 1.4805], [-1.3104, 1.8072, 0.1031], [-2.2673, 0.2074, -0.7355], [-0.0027, 0.5431, 1.3001], [-0.2833, 2.1532, 2.0327], [-0.5837, 2.2537, -0.5756], [-1.9893, 2.6448, 0.2632]], "mulliken_charge": [1.455, 0.878, -0.469, -0.621, -0.569, 0.828, -0.372, -0.596, -0.510, -0.132, -0.576, -0.427, -0.182, 0.408, 0.389, 0.178, 0.391, -0.178, -0.411, -0.527, -0.108, 0.101, 0.440, 0.197, 0.413], "s_squared": 6.191, "homo_energy_ev": [-9.02, -9.30], "homo_lumo_gap_ev": [4.7, 6.1], "spin_multiplicity": 5, "e_tot_ha": -12058.2901, "lumo_energy_ev": [-4.27, -3.19]}

4.
{"formula": "C4H10NP", "method": "ωB97M-V with the def2-TZVPD basis set", "elements": ["C", "N", "C", "C", "P", "H", "H", "H", "H", "H", "H", "C", "H", "H", "H", "H"], "xyz": [[-1.7373, 1.3909, -1.1470], [-0.7134, 0.3678, -0.9900], [0.0349, 0.0428, -2.2312], [1.1509, -0.7544, -1.7514], [1.0146, 0.8833, -0.9771], [-2.0339, 1.8201, -0.1495], [-1.4220, 2.2568, -1.7181], [-2.4433, 0.9190, -1.8667], [-0.1464, 0.3211, -3.2131], [1.1390, -1.5698, -1.0547], [2.0816, -0.6883, -2.3132], [0.6635, -0.9657, 3.4652], [0.9876, -1.0175, 2.4494], [-0.4064, -0.8634, 3.3527], [1.1490, -0.2113, 4.1532], [0.6817, -1.9314, 3.9915]], "mulliken_charge": [-0.846, -0.236, -0.190, -0.511, -0.078, 0.247, 0.342, 0.322, 0.381, 0.283, 0.285, -0.878, 0.153, 0.253, 0.213, 0.259], "homo_energy_ev": -7.87, "homo_lumo_gap_ev": 8.9, "spin_multiplicity": 1, "relative_energy_ev": 2.350, "e_tot_ha": -554.3983, "lumo_energy_ev": 1.00}

5.
{"formula": "C39H46CoN2P2Si2Te", "method": "ωB97M-V with the def2-TZVPD basis set", "elements": ["Co", "C", "Si", "C", "C", "N", "P", "C", "P", "N", "Si", "C", "C", "C", "C", "C", "C", "C", "C", "C", "C", "C", "C", "C", "C", "C", "C", "C", "C", "C", "C", "C", "C", "C", "C", "C", "C", "C", "H", "H", "H", "H", "H", "H", "H", "H", "H", "H", "H", "H", "H", "H", "H", "H", "H", "H", "H", "H", "H", "H", "H", "H", "H", "H", "H", "H", "H", "H", "H", "H", "H", "H", "H", "H", "H", "H", "C", "Te", "C", "C", "C", "C", "C", "C", "C", "H", "H", "H", "H", "H", "H", "H", "H"], "xyz": [[0.2467, -0.3559, -0.6924], [-2.9240, -2.5550, -0.9308], [-3.0589, -0.7525, -0.4562], [-4.4664, -0.5744, 0.7629], [-3.4730, 0.2104, -2.0057], [-1.5479, -0.1733, 0.1254], [-0.8309, 0.0227, 1.5878], [0.8323, -0.0012, 1.3837], [1.6784, 1.2567, 0.6739], [1.2550, 1.3593, -0.9071], [1.8669, 2.0757, -2.3403], [3.0777, 0.9247, -3.1867], [0.4164, 2.3242, -3.4943], [2.7217, 3.7245, -2.0868], [3.4675, 0.9205, 0.7321], [4.3892, 1.9232, 0.4413], [5.7433, 1.6349, 0.3507], [6.1862, 0.3322, 0.5431], [5.2735, -0.6701, 0.8409], [3.9208, -0.3768, 0.9449], [1.5222, 2.8748, 1.4803], [2.2151, 3.1400, 2.6606], [2.0308, 4.3368, 3.3333], [1.1412, 5.2809, 2.8355], [0.4390, 5.0217, 1.6682], [0.6305, 3.8236, 0.9931], [-1.5209, 1.4987, 2.3852], [-2.4479, 2.2916, 1.7176], [-2.9308, 3.4561, 2.3015], [-2.4717, 3.8426, 3.5501], [-1.5303, 3.0666, 4.2168], [-1.0601, 1.8991, 3.6387], [-1.3652, -1.3532, 2.6606], [-0.6743, -2.5627, 2.5995], [-1.1177, -3.6612, 3.3157], [-2.2508, -3.5636, 4.1173], [-2.9322, -2.3597, 4.2000], [-2.4921, -1.2621, 3.4679], [-3.8832, -2.9647, -1.2573], [-2.5742, -3.1463, -0.0785], [-2.2177, -2.6844, -1.7566], [-5.4071, -0.4759, 0.2139], [-4.3669, 0.3022, 1.4031], [-4.5443, -1.4533, 1.4063], [-4.2036, -0.3096, -2.6299], [-2.5700, 0.3710, -2.6025], [-3.8799, 1.1958, -1.7652], [2.5786, 0.0345, -3.5848], [3.8444, 0.5954, -2.4791], [3.5803, 1.4075, -4.0289], [-0.2501, 1.4567, -3.4590], [0.7334, 2.4646, -4.5305], [-0.1728, 3.1972, -3.2026], [3.8057, 3.6044, -2.0340], [2.3916, 4.2416, -1.1850], [2.5039, 4.3774, -2.9364], [4.0523, 2.9420, 0.2881], [6.4500, 2.4262, 0.1358], [7.2417, 0.1024, 0.4723], [5.6214, -1.6828, 1.0032], [3.1972, -1.1397, 1.2087], [2.9105, 2.4070, 3.0542], [2.5761, 4.5359, 4.2471], [0.9899, 6.2145, 3.3629], [-0.2662, 5.7488, 1.2861], [0.0798, 3.6182, 0.0824], [-2.7818, 1.9976, 0.7308], [-3.6539, 4.0656, 1.7741], [-2.8346, 4.7581, 4.0008], [-1.1613, 3.3776, 5.1858], [-0.3239, 1.2971, 4.1600], [0.2316, -2.6193, 2.0059], [-0.5722, -4.5954, 3.2632], [-2.5922, -4.4202, 4.6843], [-3.8057, -2.2672, 4.8324], [-3.0406, -0.3297, 3.5321], [0.3133, -4.0493, -1.4417], [1.3300, -2.2942, -2.0581], [0.0526, -2.3705, -3.7616], [-0.3891, -3.8141, -3.8426], [-0.9234, -4.3422, -5.0131], [-1.3373, -5.6637, -5.0606], [-1.2215, -6.4685, -3.9351], [-0.6879, -5.9499, -2.7664], [-0.2691, -4.6247, -2.7121], [-0.4527, -3.7734, -0.7208], [1.0247, -4.7210, -0.9667], [0.5866, -2.0325, -4.6463], [-0.7876, -1.7003, -3.5791], [-1.0118, -3.7161, -5.8925], [-1.7453, -6.0699, -5.9767], [-1.5367, -7.5030, -3.9695], [-0.5907, -6.5769, -1.8886]], "mulliken_charge": [-0.411, -0.653, -0.117, -1.126, -1.037, 0.447, 2.110, -1.444, 2.834, 0.122, -0.063, -0.870, -0.914, -1.114, -0.067, -0.236, -0.799, -0.582, -0.677, -0.736, 0.291, -0.764, -0.756, -0.650, -0.719, -0.035, 0.282, -0.655, -0.777, -0.573, -0.677, -0.323, 0.250, -0.532, -0.675, -0.545, -0.705, -0.602, 0.466, 0.216, -0.188, 0.445, 0.287, 0.304, 0.372, 0.195, 0.305, 0.148, 0.216, 0.419, 0.084, 0.336, 0.284, 0.312, 0.269, 0.480, 0.503, 0.422, 0.390, 0.421, 0.491, 0.482, 0.423, 0.395, 0.427, 0.391, 0.376, 0.386, 0.396, 0.418, 0.423, 0.401, 0.432, 0.391, 0.423, 0.433, -0.693, -0.016, -0.905, 0.581, -0.804, -0.533, -0.548, -0.895, 0.514, 0.014, 0.699, 0.750, 0.243, 0.451, 0.406, 0.405, 0.453], "s_squared": 3.763, "homo_energy_ev": [-6.98, -7.32], "homo_lumo_gap_ev": [7.2, 7.5], "spin_multiplicity": 4, "e_tot_ha": -4535.8455, "lumo_energy_ev": [0.18, 0.14]}

6.
{"formula": "C6H8ClN", "method": "ωB97M-V with the def2-TZVPD basis set", "elements": ["C", "C", "C", "C", "C", "C", "H", "H", "H", "H", "H", "H", "H", "H", "N", "Cl"], "xyz": [[0.2905, 0.8123, -0.6874], [-0.8334, -0.1809, -0.6570], [0.2428, -1.4143, -0.7885], [1.0361, -0.3567, 0.0174], [0.1284, -0.4875, 1.3908], [-1.0537, -0.4252, 0.9148], [-0.6820, 1.7785, 0.9796], [0.4980, 2.6619, -0.0223], [0.6059, 0.9760, -1.6223], [-1.7458, -0.1805, -1.3124], [0.6921, -1.8425, -1.8502], [-0.0423, -2.4539, -0.3256], [0.4105, -0.2458, 2.3426], [-1.9694, -0.6855, 1.4885], [-0.2664, 1.9586, -0.0494], [2.6888, 0.0854, 0.1815]], "mulliken_charge": [-0.650, -0.281, -0.472, 0.475, -0.413, -0.800, 0.327, 0.248, 0.743, 0.434, 0.237, 0.261, 0.431, 0.316, -0.623, -0.233], "homo_energy_ev": -9.15, "homo_lumo_gap_ev": 10.2, "spin_multiplicity": 1, "relative_energy_ev": 3.644, "e_tot_ha": -748.2142, "lumo_energy_ev": 1.01}